Record 1
Entry from the OMol25 dataset: a structure of composition C36H53N6O2PPdS (ωB97M-V/def2-TZVPD).

Each line ends with the Löwdin charge.
Element x y z (Å)
C -3.019 1.103 -0.987  -0.6571
O -6.869 4.408 -0.333  0.1099
H -3.774 -3.291 -2.926  0.0948
C -1.544 -4.614 -2.744  -0.0783
C 3.140 2.425 -1.814  -0.0897
H -0.580 -4.978 -2.390  0.0939
O -6.557 3.513 1.659  0.1090
C 2.612 2.564 1.506  -0.5880
H 4.244 3.812 2.121  0.0876
C 2.062 2.545 2.940  -0.1024
C 4.628 -4.706 -0.157  -0.0291
C 2.595 -5.413 0.916  -0.1503
C -1.790 -3.254 -0.743  -0.4446
N -2.460 -3.129 0.435  -0.1257
H 4.851 -0.327 -1.539  0.1076
H 2.904 4.740 1.458  0.0674
C 3.509 1.316 1.431  -0.1076
N -2.359 -4.175 -1.629  -0.1784
H 3.989 3.854 0.385  0.0625
C -1.203 3.723 -0.344  -0.0938
C -0.986 2.875 1.938  -0.0992
C -3.742 -3.922 -2.030  -0.0558
H -1.670 -1.277 0.967  0.0057
C 0.199 -4.773 2.004  -0.1372
N 0.845 -3.822 1.370  0.1366
H -3.292 -5.057 0.292  0.0870
H -4.286 -3.405 -1.246  0.0791
C -3.753 1.901 -1.872  -0.1287
H -0.498 -2.728 -2.025  0.0403
C 4.079 -3.392 -0.321  -0.1481
C 2.026 -4.128 0.798  -0.1451
C -4.793 2.691 -1.421  -0.0323
H 2.912 2.480 3.625  0.0827
H 2.279 -7.405 1.668  0.1167
H 0.461 1.474 -2.300  0.0040
H -2.823 0.526 1.067  0.0764
C -4.404 1.929 0.814  -0.0107
H 2.161 4.752 -2.637  0.0865
S -1.792 0.062 -1.698  0.6436
H -4.243 -4.868 -2.247  0.0912
H -0.767 5.534 1.503  0.0897
C 1.867 4.542 -1.604  -0.0894
H 2.487 0.004 -0.833  0.0407
H -0.111 3.111 -2.599  0.0643
N 0.745 0.903 0.354  -0.3701
Pd -0.045 -0.703 -0.434  0.5887
C 0.646 -6.095 2.123  -0.0458
H 0.052 -6.826 2.654  0.1047
C -5.131 2.725 -0.069  -0.1475
H 2.624 4.983 -0.958  0.0669
H 3.810 2.285 -0.975  0.0371
P 1.171 2.396 0.266  0.8554
H 1.427 1.673 3.100  0.0823
H -0.883 4.428 -1.109  0.0667
H -4.666 1.953 1.863  0.1243
C -2.076 -2.160 1.454  -0.0631
C -3.375 1.128 0.363  -0.1130
H -2.964 -1.875 2.019  0.0968
H -1.914 3.426 2.117  0.0868
H -2.061 -5.435 -3.240  0.0903
N 2.207 -1.880 -0.152  0.0997
H 3.640 3.100 -2.514  0.0868
H -1.381 -3.825 -3.492  0.0919
H 0.730 5.574 0.586  0.0604
H 0.722 4.978 2.243  0.0599
H -1.392 2.762 -0.819  0.0371
C 0.163 4.991 1.309  -0.0794
H -3.489 1.901 -2.922  0.1008
H -4.360 -3.836 1.016  0.0918
H -6.478 4.364 -1.212  0.0802
H 0.929 5.060 -1.429  0.0504
C 3.908 -5.689 0.412  -0.0308
H 4.159 1.282 0.559  0.0532
N -0.713 -2.599 -1.046  -0.0067
C -3.326 -4.184 0.936  -0.0605
H -1.328 -2.571 2.131  0.0662
H 4.161 1.311 2.308  0.0847
H 1.284 2.505 -3.485  0.0869
H -3.007 -4.474 1.939  0.0800
C 0.781 2.496 -2.513  -0.1161
H -5.325 3.277 -2.164  0.1076
C 1.860 -6.409 1.580  -0.0190
C 4.302 -1.146 -1.094  -0.0387
C -0.207 3.587 0.817  -0.5786
C 1.760 3.016 -1.448  -0.5763
H 5.864 -2.605 -1.235  0.1181
H 1.508 3.442 3.204  0.0545
H -0.445 2.826 2.878  0.0568
C 3.474 3.819 1.343  -0.0815
H -0.735 -4.487 2.474  0.0841
H 4.310 -6.687 0.529  0.1139
C -6.227 3.559 0.506  -0.4844
H -2.155 4.086 0.054  0.0901
H 3.031 1.467 -2.324  0.0693
C 2.767 -3.092 0.093  -0.1322
H -1.231 1.858 1.639  0.0440
C 4.851 -2.382 -0.922  -0.0102
H 5.635 -4.884 -0.516  0.1142
H 2.895 0.416 1.448  0.0558
C 2.971 -0.955 -0.702  -0.1699

The calculation puts the HOMO-LUMO gap at 0.2558 Ha. As for the charge: 0. The calculation puts the molar mass at 771.32 g/mol. As for the spin multiplicity: 1.

---

Record 2
Entry from the OMol25 dataset: a structure of composition C12H15ClN2O2OsS (ωB97M-V/def2-TZVPD).

Each line ends with the Mulliken spin population.
Element x y z (Å)
H 2.547 -1.089 3.647  -0.0001
H -3.201 0.175 -2.200  0.0039
H 1.520 -3.471 3.601  0.0000
Cl 0.586 2.524 1.217  0.6990
C -0.823 2.586 -2.336  0.3281
H 1.162 -4.338 1.228  -0.0004
C 1.825 -2.904 2.719  0.0002
C 1.484 -1.124 0.581  0.0085
H 2.868 -3.162 2.516  0.0000
C -1.307 1.290 -2.781  0.1017
H -3.414 2.046 -0.245  0.0124
O -1.885 0.207 2.154  0.0789
C -1.245 -1.191 -1.153  -0.0354
H 1.719 0.407 1.855  0.0052
H -0.102 -3.226 1.799  0.0016
H 0.065 4.022 -3.657  0.0371
H -1.498 3.927 -0.706  0.0099
S 1.395 -0.075 -0.821  0.6914
C 0.967 -3.311 1.544  0.0038
O -1.410 -2.325 -1.399  0.0127
N 1.742 -0.624 1.784  0.0319
H -0.907 0.746 -3.634  0.0238
C 0.363 3.309 -2.877  -0.0114
N 1.292 -2.439 0.409  0.0120
C -2.616 1.989 -0.984  0.1409
C -1.642 2.998 -1.257  0.2027
H 0.975 -2.732 -0.517  0.0038
C -1.547 0.392 1.059  0.0999
C -2.485 0.970 -2.002  0.0784
H 0.864 3.868 -2.079  0.0065
Os -0.868 0.579 -0.725  1.4455
C 1.716 -1.422 3.017  0.0020
H 1.079 2.607 -3.315  0.0027
H 0.781 -1.209 3.557  0.0030

The calculation puts the HOMO-LUMO gap (spin up / spin down) at 0.2157 / 0.2225 Ha. As for the charge: +2. The calculation puts the molar mass at 477.01 g/mol. As for the spin multiplicity: 5.

---

Record 3
Entry from the OMol25 dataset: an isolated molecule of C5H9NO (ωB97M-V/def2-TZVPD).

Each line ends with the natural charge from an NBO analysis.
Element x y z (Å)
H -0.841 -0.960 -1.550  0.3593
C -1.710 -0.734 0.360  -0.3461
H 1.423 1.925 0.268  0.2215
H -0.105 2.320 -0.554  0.2255
H 1.937 -0.636 0.833  0.2264
H 0.857 -1.840 0.106  0.2087
H 1.874 -0.818 -0.930  0.2152
O -0.704 0.633 2.239  -0.5063
C -0.735 0.139 1.147  0.6132
C 0.158 0.218 -0.099  -0.0035
H 1.211 1.533 -1.450  0.2119
N -1.036 -0.240 -0.861  -0.6098
C 0.700 1.584 -0.481  -0.6098
H -1.528 -1.795 0.596  0.1985
C 1.272 -0.833 -0.014  -0.6215
H -2.781 -0.527 0.443  0.2168

The calculation puts the HOMO-LUMO gap at 0.3830 Ha. As for the SMILES: CC1(C)NCC1=O. As for the charge: 0. The calculation puts the molar mass at 99.13 g/mol. As for the spin multiplicity: 1.

---

Record 4
Entry from the OMol25 dataset: the ion C9H12N3 with charge +1 (ωB97M-V/def2-TZVPD).

Each line ends with the natural charge from an NBO analysis.
Element x y z (Å)
H -0.219 -1.645 2.104  0.2690
H -1.104 1.180 -1.998  0.2671
C -0.034 -0.562 1.743  -0.5878
N 2.633 0.318 -0.427  -0.5676
C 0.008 0.970 -0.260  0.4613
H -2.580 1.155 0.979  0.2504
C -1.285 1.456 -0.892  -0.4801
N -1.265 -1.257 -0.062  -0.3852
H 2.661 -2.296 -1.411  0.2732
C 1.184 -1.145 -0.347  0.3917
C -2.350 -0.663 -0.240  0.1463
H -1.390 2.633 -0.871  0.2751
H 2.831 1.978 0.744  0.2077
C -0.022 -0.499 0.214  -0.1813
C 1.712 -2.141 -0.945  -0.4417
C 2.264 1.356 0.220  0.3466
H -0.873 0.203 2.164  0.2387
H 1.198 -3.183 -1.112  0.3057
H -3.125 -1.424 -0.253  0.2281
C -2.487 0.823 -0.194  -0.4848
H -3.351 1.129 -0.735  0.2566
H 3.630 0.066 -0.553  0.4187
H 0.976 -0.188 2.136  0.2197
N 0.986 1.736 -0.005  -0.4274

The calculation puts the HOMO-LUMO gap at 0.3244 Ha. As for the charge: +1. The calculation puts the molar mass at 162.22 g/mol. As for the spin multiplicity: 1.